No. 1
An isolated molecule of C5H10 at a distorted geometry, computed with ωB97M-V/def2-TZVPD.

## Properties
Total charge: 0
Strongest force on any atom in eV/A: 5.40
Energy relative to the best compared isomer or geometry (same formula, charge and spin) in kJ/mol: 362.26
HOMO in eV: -9.00
Structure (SMILES): CC=C(C)C
E in a.u.: -196.3704
Gap between HOMO and LUMO in eV: 10.062

Atoms and positions in Å:
C (0.033, 0.905, 2.034)
C (-0.023, 1.102, 0.328)
C (0.189, 0.080, -0.450)
C (0.308, -1.312, 0.023)
C (-0.318, -0.097, -1.982)
H (0.931, 1.418, 2.321)
H (-0.884, 1.369, 2.370)
H (0.171, -0.374, 2.146)
H (-0.278, 2.114, -0.101)
H (0.870, -2.008, -0.725)
H (0.820, -1.241, 1.107)
H (-0.776, -1.768, -0.041)
H (-0.912, -0.871, -2.496)
H (-0.850, 0.819, -2.294)
H (0.720, -0.136, -2.238)

Results of the Mulliken charge analysis, in e, for atoms 1 through 6: C -0.855; C -0.401; C 0.598; C -1.042; C -1.205; H 0.293

***

No. 2
A structure of composition C42H49HgN5P2S3Se2, computed with ωB97M-V/def2-TZVPD.

## Properties
Total charge: -1
Strongest force on any atom in eV/A: 0.77
Expectation value of S²: 0.7567
HOMO (spin up / spin down) in eV: -4.29 / -4.29
E in a.u.: -8737.2704
2S+1: 2
Gap between HOMO and LUMO (spin up / spin down) in eV: 6.357 / 4.974

Atoms and positions in Å:
Hg (-0.500, -0.491, 0.604)
C (-1.812, -1.507, -3.218)
C (-2.988, -0.890, -2.466)
C (-3.897, -1.967, -1.877)
P (-2.334, 0.232, -1.165)
C (-3.807, 0.914, -0.287)
C (-5.021, 1.361, -1.099)
C (-3.336, 2.007, 0.673)
C (-1.533, 1.564, -2.073)
C (-2.258, 2.531, -2.783)
C (-1.633, 3.577, -3.424)
C (-0.240, 3.674, -3.326)
C (0.491, 2.740, -2.641)
C (-0.121, 1.618, -2.033)
N (0.558, 0.615, -1.396)
C (1.860, 0.352, -1.674)
C (2.453, 0.586, -2.945)
C (3.777, 0.325, -3.194)
C (4.607, -0.214, -2.205)
C (4.032, -0.541, -0.997)
C (2.684, -0.297, -0.718)
P (1.942, -1.057, 0.735)
C (2.873, -0.505, 2.228)
C (3.193, 0.983, 2.132)
C (4.109, -1.331, 2.577)
C (2.337, -2.833, 0.435)
C (1.879, -3.191, -0.979)
C (1.713, -3.759, 1.474)
H (-2.176, -2.145, -4.027)
H (-1.208, -2.120, -2.546)
H (-1.160, -0.744, -3.642)
H (-3.563, -0.260, -3.153)
H (-3.337, -2.611, -1.201)
H (-4.306, -2.593, -2.673)
H (-4.734, -1.547, -1.319)
H (-4.111, 0.057, 0.331)
H (-4.859, 2.333, -1.562)
H (-5.881, 1.465, -0.434)
H (-5.295, 0.651, -1.879)
H (-2.880, 2.839, 0.133)
H (-2.600, 1.618, 1.379)
H (-4.178, 2.390, 1.250)
H (-3.332, 2.439, -2.855)
H (-2.205, 4.306, -3.980)
H (0.276, 4.510, -3.783)
H (1.562, 2.853, -2.566)
H (1.832, 0.984, -3.735)
H (4.178, 0.537, -4.179)
H (5.657, -0.391, -2.388)
H (4.647, -1.017, -0.242)
H (2.150, -0.639, 3.038)
H (3.989, 1.171, 1.410)
H (3.524, 1.341, 3.109)
H (2.343, 1.593, 1.823)
H (4.891, -1.245, 1.822)
H (3.885, -2.388, 2.720)
H (4.525, -0.954, 3.514)
H (3.427, -2.914, 0.498)
H (0.890, -2.776, -1.191)
H (1.816, -4.277, -1.079)
H (2.559, -2.807, -1.739)
H (0.630, -3.685, 1.451)
H (2.023, -3.522, 2.490)
H (1.996, -4.793, 1.262)
Se (-0.289, -1.689, 4.175)
Se (-2.569, -1.584, 2.147)
C (-2.330, -3.297, 1.342)
C (-3.215, -4.336, 1.643)
C (-3.056, -5.554, 1.016)
C (-2.014, -5.717, 0.112)
C (-1.174, -4.641, -0.107)
N (-1.322, -3.457, 0.486)
C (-0.104, 0.214, 4.014)
C (0.315, 0.916, 5.144)
C (0.402, 2.293, 5.099)
C (0.044, 2.958, 3.944)
C (-0.345, 2.202, 2.857)
N (-0.386, 0.866, 2.858)
H (-4.011, -4.171, 2.355)
H (-3.734, -6.370, 1.231)
H (-1.852, -6.652, -0.406)
H (-0.340, -4.721, -0.793)
H (0.555, 0.371, 6.045)
H (0.739, 2.843, 5.969)
H (0.095, 4.033, 3.857)
H (-0.595, 2.689, 1.923)
S (4.839, 7.879, -1.819)
C (4.087, 6.772, -0.802)
S (2.644, 5.972, -1.299)
C (2.569, 5.059, 0.189)
N (3.551, 5.351, 0.990)
N (4.395, 6.309, 0.430)
C (5.505, 6.630, 1.263)
C (6.330, 7.728, 1.036)
C (7.389, 7.982, 1.896)
C (7.645, 7.165, 2.983)
C (6.814, 6.075, 3.207)
C (5.753, 5.806, 2.362)
S (1.318, 3.938, 0.451)
H (6.145, 8.375, 0.198)
H (8.018, 8.841, 1.702)
H (8.473, 7.372, 3.647)
H (6.990, 5.421, 4.050)
H (5.106, 4.963, 2.539)

Results of the Mulliken charge analysis, in e, for atoms 1 through 6: Hg 2.246; C -1.406; C 0.305; C -1.284; P 0.720; C 0.752

***

No. 3
A cluster of 2 separate species, C4H9NO2 in total, computed with ωB97M-V/def2-TZVPD.

## Properties
Total charge: 0
Strongest force on any atom in eV/A: 0.43
Energy relative to the best compared isomer or geometry (same formula, charge and spin) in kJ/mol: 487.48
HOMO (spin up / spin down) in eV: -7.37 / -7.37
E in a.u.: -362.8999
Gap between HOMO and LUMO (spin up / spin down) in eV: 7.843 / 7.841

Atoms and positions in Å:
N (2.259, 0.143, 1.176)
C (1.085, -0.369, 0.745)
O (0.087, -0.271, 1.514)
C (0.899, -0.976, -0.532)
C (-1.299, -0.550, 0.081)
C (-1.475, 0.645, -0.808)
O (-0.876, 1.786, -0.233)
H (2.263, 0.640, 2.052)
H (3.133, -0.110, 0.748)
H (1.638, -0.776, -1.316)
H (0.657, -2.036, -0.467)
H (-1.472, -1.496, -0.420)
H (-1.895, -0.480, 0.989)
H (-1.055, 0.424, -1.795)
H (-2.570, 0.794, -0.899)
H (-0.984, 2.509, -0.862)

Results of the Mulliken charge analysis, in e, for atoms 1 through 6: N -0.388; C 0.972; O -0.597; C -1.299; C -0.617; C -0.200

***

No. 4
A structure of composition C15H14N2O3SSn at a distorted geometry, computed with ωB97M-V/def2-TZVPD.

## Properties
Total charge: 0
Strongest force on any atom in eV/A: 9.52
Energy relative to the best compared isomer or geometry (same formula, charge and spin) in kJ/mol: 186.98
HOMO in eV: -7.99
E in a.u.: -1527.5080
Gap between HOMO and LUMO in eV: 7.432

Atoms and positions in Å:
C (-0.633, 2.182, -0.621)
C (0.271, 1.714, -1.620)
C (1.542, 1.526, -1.006)
C (1.420, 1.857, 0.372)
C (0.073, 2.264, 0.611)
Sn (0.000, 0.000, 0.000)
C (-1.282, -0.931, -1.399)
C (-2.284, -0.603, -0.333)
C (-3.601, -0.306, -0.527)
N (-1.609, -0.511, 0.910)
H (2.440, 1.148, -1.498)
H (0.028, 1.534, -2.667)
H (2.209, 1.786, 1.122)
H (-0.348, 2.565, 1.573)
H (-1.700, 2.367, -0.764)
H (-1.569, -0.638, -2.417)
H (-2.206, -0.292, 1.710)
H (-0.947, -1.983, -1.343)
H (-4.058, -0.428, -1.513)
H (-4.247, -0.011, 0.309)
O (0.767, -4.390, 3.102)
S (1.830, -3.293, 3.257)
O (1.544, -2.465, 4.518)
N (1.159, -2.163, 2.092)
C (2.006, -1.836, 1.177)
O (1.721, -0.955, 0.195)
C (3.324, -2.463, 1.307)
C (4.434, -2.290, 0.476)
C (5.618, -2.980, 0.784)
C (5.675, -3.825, 1.910)
C (4.549, -3.984, 2.734)
C (3.385, -3.291, 2.407)
H (4.386, -1.638, -0.386)
H (6.490, -2.861, 0.155)
H (6.592, -4.351, 2.142)
H (4.584, -4.629, 3.602)

Results of the Mulliken charge analysis, in e, for atoms 1 through 6: C -0.542; C -0.512; C -0.523; C -0.347; C -0.581; Sn 1.105